[1]
ORCA calculation (ωB97M-V with the def2-TZVPD basis set) on a structure of composition C39H35AsN7O2S2Sn in a non-equilibrium geometry.

Computed properties:
- Energy: -5286.57580 a.u.
- Frontier orbital gap: 0.2903 Ha
- LUMO energy: -7.64 eV
- Molar mass: 891.52 g mol⁻¹

Geometry as ORCA input:
```
! RIJCOSX wB97M-V def2-TZVPD def2/J DEFGRID3
* xyz 3 1
Sn -0.96292 1.27970 0.95844
C -6.22973 0.49079 -0.37246
C -4.86322 1.08783 -0.49656
N -4.05865 1.20318 0.49920
N -4.56089 0.83742 1.70895
C -3.96589 1.13657 2.88696
N -4.67832 0.88037 3.97467
S -2.42844 1.83156 3.09373
C -4.42733 1.64778 -1.80228
C -5.34640 1.94667 -2.79913
C -4.89748 2.53030 -3.97691
C -3.55100 2.81105 -4.11713
C -2.70450 2.47941 -3.06815
N -3.12744 1.91458 -1.94851
H -6.94990 1.22811 -0.00613
H -6.22513 -0.35466 0.31806
H -6.58909 0.12793 -1.33098
H -5.51983 0.51380 1.74897
H -5.64071 0.57941 3.94625
H -4.29007 1.11729 4.87445
H -6.40160 1.75293 -2.66788
H -5.59412 2.77055 -4.76864
H -3.16119 3.27840 -5.00988
H -1.63788 2.68433 -3.12252
O 3.12394 -1.08598 6.46703
C 3.57164 0.04666 5.76760
C 2.62101 0.33549 4.64424
C 2.80819 1.40984 3.77865
C 1.88689 1.62117 2.77415
N 0.81567 0.84680 2.59283
C 0.62926 -0.19905 3.41192
C 1.51658 -0.48647 4.43483
C -0.55148 -1.04590 3.13304
C -1.04802 -1.94450 4.06112
C -2.13909 -2.74645 3.74452
C -2.70900 -3.67714 4.77409
O -2.64718 -3.02953 6.02348
C -2.66998 -2.65130 2.46221
C -2.14751 -1.71070 1.60004
N -1.13634 -0.89878 1.92591
H 3.69301 -1.25377 7.22410
H 4.57474 -0.10894 5.35027
H 3.62910 0.92940 6.41571
H 3.65317 2.07597 3.89478
H 1.99648 2.44662 2.07888
H 1.38860 -1.33741 5.08601
H -0.62511 -2.01678 5.05274
H -2.10424 -4.59418 4.76408
H -3.73308 -3.95118 4.50285
H -2.95252 -3.62894 6.71326
H -3.48399 -3.28943 2.14483
H -2.54299 -1.59009 0.59951
C 3.67142 -4.72691 -3.58175
C 2.48972 -4.24476 -4.13361
C 2.04867 -2.97077 -3.82103
C 2.80735 -2.20242 -2.94317
C 3.98998 -2.66934 -2.38097
C 4.41902 -3.94532 -2.71132
As 2.23952 -0.41267 -2.55424
C 2.08608 0.90510 -3.93480
C 1.29413 0.90013 -5.06877
C 1.34138 2.00171 -5.91287
C 2.17935 3.06851 -5.61671
C 2.97814 3.05717 -4.47865
C 2.93689 1.97218 -3.61474
C 3.67016 1.85957 -2.33025
C 4.59191 2.77672 -1.84675
C 5.17417 2.58278 -0.59971
C 4.82772 1.49311 0.18895
C 3.93099 0.54809 -0.28849
C 3.37027 0.73778 -1.54073
H 4.01359 -5.72050 -3.83743
H 1.92190 -4.86000 -4.81786
H 1.13264 -2.58565 -4.25464
H 4.56448 -2.05083 -1.70241
H 5.34270 -4.32659 -2.29832
H 0.65138 0.05959 -5.30015
H 0.72912 2.02414 -6.80429
H 2.21864 3.92221 -6.28001
H 3.62841 3.89666 -4.27362
H 4.87435 3.63382 -2.44246
H 5.91189 3.28971 -0.24443
H 5.27709 1.37211 1.16519
H 3.67149 -0.31670 0.31074
S -1.79452 -1.71691 -2.29457
C -0.42336 -1.06198 -1.98498
N 0.62730 -0.53046 -1.71637
*
```

The molecule's Löwdin atomic charges, reported in e, are given here: atom 1 (Sn): 1.106, atom 2 (C): -0.006, atom 3 (C): -0.234, atom 4 (N): 0.058, atom 5 (N): -0.011, atom 6 (C): -0.771, atom 7 (N): 0.143, atom 8 (S): 0.637, atom 9 (C): -0.242, atom 10 (C): 0.005, atom 11 (C): -0.022, atom 12 (C): -0.029, atom 13 (C): -0.129, atom 14 (N): 0.089, atom 15 (H): 0.120, atom 16 (H): 0.087, atom 17 (H): 0.093, atom 18 (H): 0.130, atom 19 (H): 0.137, atom 20 (H): 0.120, atom 21 (H): 0.116, atom 22 (H): 0.126, atom 23 (H): 0.116, atom 24 (H): 0.109, atom 25 (O): -0.037, atom 26 (C): -0.194, atom 27 (C): -0.133, atom 28 (C): 0.021, atom 29 (C): -0.115, atom 30 (N): -0.055, atom 31 (C): -0.208, atom 32 (C): 0.083, atom 33 (C): -0.221, atom 34 (C): 0.078, atom 35 (C): -0.139, atom 36 (C): -0.195, atom 37 (O): -0.033, atom 38 (C): 0.026, atom 39 (C): -0.130, atom 40 (N): -0.062, atom 41 (H): 0.115, atom 42 (H): 0.144, atom 43 (H): 0.148, atom 44 (H): 0.135, atom 45 (H): 0.120, atom 46 (H): 0.125, atom 47 (H): 0.135, atom 48 (H): 0.149, atom 49 (H): 0.133, atom 50 (H): 0.113, atom 51 (H): 0.133, atom 52 (H): 0.079, atom 53 (C): -0.028, atom 54 (C): -0.042, atom 55 (C): -0.092, atom 56 (C): -0.316, atom 57 (C): -0.083, atom 58 (C): -0.042, atom 59 (As): 1.448, atom 60 (C): -0.244, atom 61 (C): -0.064, atom 62 (C): -0.046, atom 63 (C): -0.023, atom 64 (C): 0.010, atom 65 (C): -0.183, atom 66 (C): -0.177, atom 67 (C): 0.013, atom 68 (C): -0.024, atom 69 (C): -0.064, atom 70 (C): -0.086, atom 71 (C): -0.258, atom 72 (H): 0.125, atom 73 (H): 0.123, atom 74 (H): 0.103, atom 75 (H): 0.103, atom 76 (H): 0.123, atom 77 (H): 0.112, atom 78 (H): 0.121, atom 79 (H): 0.126, atom 80 (H): 0.122, atom 81 (H): 0.124, atom 82 (H): 0.125, atom 83 (H): 0.114, atom 84 (H): 0.113, atom 85 (S): 0.811, atom 86 (C): -0.906, atom 87 (N): -0.101

---

[2]
ORCA calculation (ωB97M-V with the def2-TZVPD basis set) on a cluster of 3 separate species, C39H35BBrN2O8 in total in a non-equilibrium geometry.

Computed properties:
- Energy: -4817.23809 a.u.
- Frontier orbital gap: 0.2822 Ha
- LUMO energy: -3.45 eV
- Molar mass: 750.43 g mol⁻¹

Geometry as ORCA input:
```
! RIJCOSX wB97M-V def2-TZVPD def2/J DEFGRID3
* xyz 1 1
C 4.62954 -4.60348 2.42869
C 4.52903 -2.97722 2.29479
C 5.88030 -2.54671 1.47627
C 4.49877 -2.22789 3.71404
C 4.74871 -0.64131 3.39659
C 3.08721 -2.30323 4.48467
O 2.11166 -3.22028 3.88386
C 0.91776 -2.58174 3.53865
N 0.04066 -1.70867 4.26355
C -1.11887 -1.27154 3.47357
C -0.96204 -1.95712 2.10415
C -1.83382 -1.91785 0.77213
C -1.32934 -0.61044 -0.05554
O -0.75014 -0.66275 -1.15135
Br -1.63723 1.17771 0.80236
N 0.26615 -2.72112 2.26754
B 0.97185 -3.64539 1.31017
O 1.26352 -5.00556 1.68509
O 1.40437 -3.20042 0.02053
H 5.76325 -4.83008 2.48295
H 4.11412 -5.00491 3.36441
H 4.27025 -5.09391 1.45351
H 3.65790 -2.63816 1.63773
H 6.31910 -3.46144 0.91993
H 6.68902 -2.13240 2.16498
H 5.58833 -1.80702 0.63573
H 5.31572 -2.66676 4.39460
H 5.87710 -0.48182 3.38657
H 4.24540 -0.37278 2.40398
H 4.33002 -0.02019 4.27505
H 2.62163 -1.27062 4.65343
H 3.31385 -2.71456 5.54373
H 0.16617 -1.39858 5.23655
H -1.97944 -0.58639 3.75499
H -1.62174 -2.89252 0.18670
H -2.95348 -1.86093 0.99195
H 0.54333 -5.61754 1.41764
H 1.43578 -3.99749 -0.56199
C -10.38444 3.19425 3.22790
C -9.45905 2.70559 4.14763
C -8.15824 2.42444 3.74450
C -7.78168 2.62020 2.41521
C -8.71542 3.08652 1.48901
C -10.01520 3.38424 1.90074
C -8.34294 3.25170 0.06545
O -9.15605 3.66204 -0.74327
C -6.96903 2.90193 -0.36127
C -6.61900 2.99725 -1.70929
C -5.32651 2.68322 -2.11694
C -4.37684 2.28213 -1.17936
C -4.72380 2.18087 0.16340
C -6.02357 2.48134 0.57315
C -6.39051 2.33527 1.99939
O -5.55857 1.97901 2.82011
H -11.39692 3.42208 3.54536
H -9.75175 2.54578 5.18037
H -7.44042 2.04890 4.46689
H -10.74224 3.76004 1.18787
H -7.35289 3.31215 -2.44457
H -5.05799 2.75310 -3.16619
H -3.36634 2.04428 -1.49703
H -3.98156 1.86318 0.89076
C 5.44761 3.58256 -7.02288
C 4.29394 4.26610 -6.64474
C 3.40375 3.68692 -5.74704
C 3.65913 2.41510 -5.23319
C 4.80228 1.72062 -5.63082
C 5.70246 2.31208 -6.51846
C 5.06021 0.35091 -5.13169
O 6.06001 -0.25530 -5.47521
C 4.08003 -0.27477 -4.21513
C 4.28013 -1.58637 -3.78170
C 3.37146 -2.17765 -2.91008
C 2.26520 -1.45879 -2.46089
C 2.05974 -0.15384 -2.89502
C 2.96216 0.43724 -3.78091
C 2.71504 1.81448 -4.26471
O 1.74479 2.44247 -3.87523
H 6.14639 4.03913 -7.71649
H 4.08965 5.25240 -7.04876
H 2.50928 4.22661 -5.45229
H 6.60020 1.78247 -6.82111
H 5.14138 -2.15112 -4.12510
H 3.52668 -3.19999 -2.57843
H 1.56138 -1.91697 -1.77651
H 1.19373 0.39934 -2.54556
*
```

The molecule's Löwdin atomic charges, reported in e, are given here: atom 1 (C): -0.079, atom 2 (C): -0.348, atom 3 (C): -0.090, atom 4 (C): -0.274, atom 5 (C): -0.075, atom 6 (C): -0.113, atom 7 (O): -0.006, atom 8 (C): -0.135, atom 9 (N): 0.138, atom 10 (C): 0.068, atom 11 (C): -0.099, atom 12 (C): -0.058, atom 13 (C): -0.627, atom 14 (O): 0.015, atom 15 (Br): 0.801, atom 16 (N): 0.166, atom 17 (B): -0.541, atom 18 (O): 0.126, atom 19 (O): 0.134, atom 20 (H): 0.086, atom 21 (H): 0.080, atom 22 (H): 0.088, atom 23 (H): 0.116, atom 24 (H): 0.085, atom 25 (H): 0.082, atom 26 (H): 0.090, atom 27 (H): 0.156, atom 28 (H): 0.083, atom 29 (H): 0.099, atom 30 (H): 0.084, atom 31 (H): 0.122, atom 32 (H): 0.151, atom 33 (H): 0.174, atom 34 (H): 0.142, atom 35 (H): 0.142, atom 36 (H): 0.143, atom 37 (H): 0.130, atom 38 (H): 0.138, atom 39 (C): -0.050, atom 40 (C): -0.054, atom 41 (C): 0.000, atom 42 (C): -0.088, atom 43 (C): -0.083, atom 44 (C): 0.009, atom 45 (C): -0.278, atom 46 (O): 0.112, atom 47 (C): -0.080, atom 48 (C): 0.011, atom 49 (C): -0.047, atom 50 (C): -0.074, atom 51 (C): -0.054, atom 52 (C): -0.083, atom 53 (C): -0.279, atom 54 (O): 0.083, atom 55 (H): 0.111, atom 56 (H): 0.109, atom 57 (H): 0.119, atom 58 (H): 0.124, atom 59 (H): 0.125, atom 60 (H): 0.112, atom 61 (H): 0.083, atom 62 (H): -0.001, atom 63 (C): -0.051, atom 64 (C): -0.052, atom 65 (C): 0.004, atom 66 (C): -0.087, atom 67 (C): -0.085, atom 68 (C): 0.006, atom 69 (C): -0.279, atom 70 (O): 0.107, atom 71 (C): -0.081, atom 72 (C): 0.005, atom 73 (C): -0.059, atom 74 (C): -0.064, atom 75 (C): 0.008, atom 76 (C): -0.078, atom 77 (C): -0.278, atom 78 (O): 0.102, atom 79 (H): 0.110, atom 80 (H): 0.110, atom 81 (H): 0.122, atom 82 (H): 0.123, atom 83 (H): 0.123, atom 84 (H): 0.102, atom 85 (H): 0.064, atom 86 (H): 0.107